Entry P
Below is a cluster of 3 separate species, C4H10N3 in total, with properties calculated with wB97M-V/def2-TZVPD.

Geometry (Å):
C 0.39851 -0.67603 -2.89180
C 1.81889 -0.70734 -2.46973
C -0.53930 -0.95723 -1.95344
C 0.36405 -0.18087 1.05732
N -0.41352 -0.18065 1.94342
N -1.77899 1.42679 3.39241
N 2.09640 -0.45149 -1.23030
H 0.17622 -0.40859 -3.90210
H 2.51359 -0.52638 -3.27650
H -0.37519 -1.11926 -0.97683
H -1.62434 -0.74812 -2.17169
H -1.21338 0.57795 2.89892
H 1.14960 -0.25956 0.28812
H -1.72932 1.04693 4.35992
H -2.63399 1.25341 2.88588
H -1.30048 2.30919 3.11455
H 3.09127 -0.39875 -1.06817

As for the net charge: +1. The value obtained for the HOMO energy is -0.47588 Ha.


Entry Q
Below is the ion C4H10N3 with charge +1, with properties calculated with wB97M-V/def2-TZVPD.

Geometry (Å):
H -3.45037 -2.13784 0.96212
N -2.65726 -1.66274 0.54410
C -2.25920 -0.59990 1.01745
C -0.93352 0.12488 -0.13264
N -0.97323 1.39980 -0.45365
N 0.10998 -0.71429 -0.19453
C 1.52394 -0.46238 -0.66270
C 2.24614 0.71030 -0.02214
H -2.49747 -0.09809 1.90493
H -1.66228 2.08270 -0.11506
H -0.26105 1.69917 -1.25572
H -0.18134 -1.65003 0.31538
H 1.48176 -0.41113 -1.84069
H 2.09895 -1.41713 -0.41141
H 2.89363 1.23481 -0.71174
H 1.55661 1.46289 0.22879
H 2.96472 0.43899 0.82750

The SMILES is [H]/N=C/C(=[NH2+])NCC. As for the net charge: +1. The value obtained for the HOMO energy is -0.52406 Ha.


Entry R
Below is the ion C4H10N3 with charge +1, with properties calculated with wB97M-V/def2-TZVPD.

Geometry (Å):
C 1.66651 -0.57588 -1.22241
C 0.96508 0.27013 -0.18351
C 1.67592 0.67195 1.06113
N -0.11658 0.79891 -0.49895
N -1.26179 1.20860 -0.55132
C -2.28964 0.23313 -0.11538
N -1.79013 -0.94312 0.38179
H 1.04525 -1.47866 -1.11470
H 2.66306 -0.73287 -0.95748
H 1.55355 -0.13840 -2.23601
H 2.34902 1.51029 0.79159
H 2.14324 -0.37150 1.39947
H 0.97562 1.05403 1.90400
H -2.77493 0.78491 0.63674
H -3.00285 0.19295 -0.88529
H -1.25151 -0.92370 1.25136
H -2.54981 -1.56077 0.33898

The SMILES is CC(C)=[N+]=NCN. As for the net charge: +1. The value obtained for the HOMO energy is -0.52929 Ha.


Entry S
Below is a cluster of 2 separate species, C4H10N3 in total, with properties calculated with wB97M-V/def2-TZVPD.

Geometry (Å):
C 2.50878 0.85699 0.50547
C 2.62535 -0.37084 0.09726
C -1.16174 -0.09265 -0.33300
C -2.25947 0.23970 0.63412
N -0.72798 0.82828 -1.12727
N -0.53427 -1.23803 -0.19847
N 2.80713 -1.52026 -0.23879
H 3.41326 1.62888 0.71383
H 1.52718 1.31849 0.64706
H -1.75197 0.16263 1.70395
H -3.06766 -0.52311 0.53664
H -2.64142 1.33419 0.51001
H -1.31915 1.60456 -1.53506
H 0.29560 -1.41170 -0.68610
H -1.01304 -1.94313 0.51816
H 3.14143 -2.28442 0.30797
H 0.13446 0.80229 -1.69185

As for the net charge: +1. The value obtained for the HOMO energy is -0.45460 Ha.


Relative energy of each structure, in kJ/mol: entry P 73.7; entry Q 61.7; entry R 133.5; entry S 0.0.


Entry P
Below is a cluster of 2 separate species, C4H10N3 in total, with properties calculated with wB97M-V/def2-TZVPD.

Geometry (Å):
C 2.52349 -0.23797 -1.97073
C 0.26215 -0.98104 -1.41390
C -0.87822 1.75609 1.55546
C -1.51807 -1.45996 0.06128
N 1.37703 -0.61286 -1.57593
N -0.02494 0.56966 1.20003
N -0.83183 -1.59692 -1.04995
H 3.17252 -0.93547 -2.52300
H 3.02379 0.57803 -1.44269
H 0.81372 1.24582 0.90909
H -1.78767 1.33169 1.45749
H -0.85659 2.07863 2.60868
H -0.57353 2.65874 0.99807
H -2.43337 -1.95140 0.07841
H -1.20587 -0.70147 0.72716
H 0.18011 0.36068 2.26558
H -1.24272 -2.10226 -1.88505

As for the net charge: +1. The value obtained for the HOMO energy (spin up / spin down) is -0.44757 / -0.46382 Ha.


Entry Q
Below is the ion C4H10N3 with charge +1, with properties calculated with wB97M-V/def2-TZVPD.

Geometry (Å):
H -1.43796 2.69776 0.67393
N -1.91293 1.83791 0.32190
C -1.18511 0.94966 -0.05540
C -1.11738 -0.41095 -0.72192
N -1.66763 -1.55309 -0.01430
C 0.19230 0.33508 -0.04793
C 0.72114 -0.29153 1.21000
N 1.23959 0.68642 -1.01950
H -1.15222 -0.44506 -1.83345
H -1.13346 -2.36792 -0.17746
H -2.60037 -1.62984 -0.05602
H 1.30436 0.33964 1.89847
H 1.44703 -1.19000 0.94322
H -0.08782 -0.69512 1.91466
H 1.01241 1.24296 -1.90026
H 1.85792 -0.09051 -1.35010
H 1.79361 1.49880 -0.76719

The SMILES is [H]/N=C1/[C@H](N)[C@@]1(C)[NH3+]. As for the net charge: +1. The value obtained for the HOMO energy is -0.48463 Ha.


Relative energy of each structure, in kJ/mol: entry P 283.3; entry Q 0.0.


Entry P
Below is the ion C4H10N3 with charge +1, with properties calculated with wB97M-V/def2-TZVPD.

Geometry (Å):
C -2.17962 0.96286 -0.18903
C -1.00553 0.05407 -0.02047
N 0.08284 -0.00406 -1.01579
C 0.94525 -1.20163 -0.89149
N 1.42892 -1.15802 0.43833
C 1.39885 0.13173 0.92136
N 0.33620 0.81272 0.18030
H -3.16608 0.61893 0.15515
H -2.16484 1.08513 -1.25391
H -1.97062 1.96495 0.23125
H -0.98806 -0.77865 0.62265
H 1.78331 -1.13596 -1.70989
H 0.38184 -2.05888 -1.26866
H 1.19164 -1.92105 0.98041
H 1.22006 0.16007 1.95822
H 2.32663 0.65362 0.80316
H 0.37923 1.81418 0.05841

The SMILES is C[C@H]1N2CNC[N@H+]12. As for the net charge: +1. The value obtained for the HOMO energy is -0.52259 Ha.


Entry Q
Below is the ion C4H10N3 with charge +1, with properties calculated with wB97M-V/def2-TZVPD.

Geometry (Å):
C -1.41247 -0.82998 -1.09624
C -1.58831 0.55563 -0.54659
C 0.63294 -0.11239 0.35774
C 1.78112 0.43655 -0.34945
N -0.29578 -1.36874 -1.09099
N 0.86166 -0.87904 1.46262
N -0.58404 0.74211 0.55554
H -2.22591 -1.37199 -1.60814
H -1.39749 1.23601 -1.39515
H -2.53683 0.60962 -0.03098
H 1.71396 1.24070 -1.10547
H 2.42409 -0.44746 -0.82523
H 2.46146 0.86204 0.38149
H 1.69219 -1.52429 1.56428
H -0.05103 -1.32154 1.74003
H -0.32604 1.73514 0.56816
H -1.14951 0.43764 1.41839

As for the net charge: +1. The value obtained for the HOMO energy (spin up / spin down) is -0.46598 / -0.46600 Ha.


Relative energy of each structure, in kJ/mol: entry P 0.0; entry Q 24.9.


Entry P
Below is a cluster of 2 separate species, C4H10N3 in total, with properties calculated with wB97M-V/def2-TZVPD.

Geometry (Å):
C -1.17040 -0.09621 0.28453
C 0.81712 0.39363 -1.05679
C 1.19261 0.25390 0.24462
C 1.61927 1.41603 1.04238
N -1.71686 0.80138 0.85082
N -1.26287 -1.32499 -0.00317
N -1.14548 -1.89554 -1.26003
H 0.67669 -0.39694 -1.78814
H 0.43885 1.24900 -1.59237
H 1.37304 -0.80089 0.31913
H 2.63422 1.79905 0.82244
H 1.57721 1.26888 2.19418
H 0.95080 2.34182 0.84656
H -1.87821 1.53191 1.55482
H -1.89046 -1.95213 0.63896
H -0.22698 -2.35088 -1.46665
H -1.98855 -2.23802 -1.63128

As for the net charge: +1. The value obtained for the HOMO energy is -0.51603 Ha.


Entry Q
Below is a structure of composition C4H10N3, with properties calculated with wB97M-V/def2-TZVPD.

Geometry (Å):
C -1.51995 -0.65110 -2.29517
C -0.21803 0.22595 -0.11660
C 2.25818 0.33538 -0.71946
C -0.73436 0.24393 2.18927
N -1.04065 0.40071 -1.84563
N 1.01629 -0.02818 0.08371
N -1.13601 0.35065 0.82279
H -1.81598 -0.63079 -3.27207
H -1.48849 -1.67417 -1.85441
H 2.01543 0.94777 -1.57917
H 2.86133 0.62165 0.10899
H 2.69298 -0.68686 -0.94071
H -1.62302 0.19771 2.82591
H -0.18835 1.09585 2.56191
H -0.16486 -0.74314 2.28345
H 1.15631 -0.25283 1.08801
H -2.07081 0.24748 0.65920

As for the net charge: +1. The value obtained for the HOMO energy is -0.52100 Ha.


Relative energy of each structure, in kJ/mol: entry P 164.7; entry Q 0.0.


Entry P
Below is the ion C2H3N4S2 with charge -1, with properties calculated with wB97M-V/def2-TZVPD.

Geometry (Å):
N -0.27920 2.54660 -0.06337
C 0.30934 1.55457 0.25539
N 1.14344 0.69896 0.59450
C 1.36764 -0.56010 0.11916
S 2.94024 -1.32780 0.22729
N 0.34603 -1.14743 -0.44861
N -0.83110 -0.57267 -0.80527
S -2.16062 -1.10100 -0.04693
H -1.30384 2.47439 -0.35290
H 0.53532 -2.21376 -0.57879
H -2.06727 -0.35176 1.09953

The SMILES is N=C=NC(=S)N[N-]S. As for the net charge: -1. The value obtained for the HOMO energy is -0.13418 Ha.


Entry Q
Below is a structure of composition C2H3N4S2, with properties calculated with wB97M-V/def2-TZVPD.

Geometry (Å):
C 4.35270 0.07585 -0.06432
C -0.23234 -0.23515 0.12178
N 2.58274 -0.80720 0.25731
N 3.50761 1.05554 0.31199
N 2.40370 0.44673 0.53986
N 3.79815 -1.10551 -0.07053
S 5.99482 0.25903 -0.38127
S 0.61999 -1.80276 0.20101
H 0.65696 0.52884 0.12659
H -1.00696 -0.27483 0.86030
H -0.80052 0.01312 -0.86908

As for the net charge: -1. The value obtained for the HOMO energy (spin up / spin down) is -0.10747 / -0.10748 Ha.


Relative energy of each structure, in kJ/mol: entry P 0.0; entry Q 132.3.


Entry P
Below is an isolated molecule of C2H4N4O2, with properties calculated with wB97M-V/def2-TZVPD.

Geometry (Å):
N -2.02864 -0.37815 0.22535
N -0.96857 -1.40173 -0.27544
C 0.13576 -0.84291 -0.26238
O 1.47471 -1.52612 -0.01557
N 2.61059 -0.61812 0.17625
C 1.99578 0.49871 0.01415
N 0.51778 0.53657 -0.24821
O -0.07978 1.78391 -0.05798
H -2.32162 -0.61497 1.10751
H -2.81176 -0.38887 -0.51341
H 2.51083 1.39622 -0.19883
H -1.03508 1.55547 0.04858

The SMILES is N/N=c1/oncn1O. As for the net charge: 0. The value obtained for the HOMO energy is -0.33515 Ha.


Entry Q
Below is a structure of composition C2H4N4O2, with properties calculated with wB97M-V/def2-TZVPD.

Geometry (Å):
C 0.01359 -0.60872 0.52594
C 0.54237 1.36892 -0.11917
H -1.26133 -2.97706 -1.43708
H -2.00355 -1.13472 -0.77801
H 1.45172 -0.15667 1.98815
H 1.02360 3.02568 -0.64182
N -0.94491 -1.81027 -1.16341
N -0.48183 -1.75974 0.25809
N 0.41262 0.16998 1.75772
N 1.16038 1.28956 1.06011
O 0.30928 2.26925 -0.93013
O -0.22194 0.32380 -0.52038

As for the net charge: 0. The value obtained for the HOMO energy is -0.32987 Ha.


Entry R
Below is an isolated molecule of C2H4N4O2, with properties calculated with wB97M-V/def2-TZVPD.

Geometry (Å):
O -1.44088 0.74111 -2.39831
N -0.80543 0.03188 -1.62539
O -0.15912 -0.89984 -1.95480
C -0.76322 0.47493 -0.06794
N 0.19458 1.51952 0.26112
N 1.18926 1.09873 0.83908
C 1.09219 -0.31413 1.16357
N -0.34157 -0.66082 0.68853
H -1.86816 1.04004 0.06666
H 1.87534 -0.84400 0.47719
H 1.39143 -0.56467 2.22047
H -0.36441 -1.62272 0.32981

The SMILES is O=[N+]([O-])[C@@H]1N=NCN1. As for the net charge: 0. The value obtained for the HOMO energy is -0.37497 Ha.


Relative energy of each structure, in kJ/mol: entry P 110.3; entry Q 133.7; entry R 0.0.